Entry 1:
The following is a quantum chemistry calculation of 2 unconnected molecules or ions with the total composition C6H15N2O2, from OMol25.

Each line ends with the natural charge from an NBO analysis.
Positions of all 25 atoms, in Å:
C (1.509207, -0.782552, 1.394330)  -0.648
C (2.061987, -0.347456, -1.083495)  -0.662
C (-2.578282, -1.443789, -0.281116)  -0.403
C (1.123141, 1.501147, 0.370013)  0.159
C (-1.358752, 0.669760, -0.470383)  0.123
C (1.486189, 0.168215, 0.199134)  -0.151
N (-1.729645, 1.622658, 0.307867)  -0.083
N (-1.431843, -0.627835, 0.180947)  -0.538
O (-1.947500, 2.876389, -0.023023)  -0.474
O (1.039890, 2.319054, -0.662713)  -0.731
H (2.529039, -0.854284, 1.905900)  0.257
H (0.767240, -0.466431, 2.085789)  0.202
H (1.243529, -1.801029, 1.055021)  0.200
H (1.486024, -1.009471, -1.676274)  0.208
H (2.883469, -1.050975, -0.904258)  0.237
H (2.397130, 0.495568, -1.601720)  0.240
H (-2.430070, -2.371484, 0.309668)  0.239
H (-3.408405, -0.796452, -0.013610)  0.246
H (-2.477782, -1.763421, -1.254290)  0.237
H (0.824479, 1.934928, 1.438621)  0.189
H (-1.833474, 3.156932, -0.959097)  0.478
H (-1.232043, 0.733039, -1.639924)  0.232
H (-1.482227, -0.333505, 1.133739)  0.454
H (-0.472984, -0.967277, 0.037646)  0.466
H (1.396371, 3.289390, -0.602142)  0.524

Cartesian forces (eV/Å) of the 6 atoms listed first:
C 1.21 -0.13 -0.68
C 0.59 -0.62 1.44
C 0.77 -0.60 3.47
C 0.89 -2.42 3.18
C -1.71 3.04 -2.25
C -0.13 1.81 1.15

Results
ΔE to the lowest compared entry with this formula, charge and spin = 144.31 kcal per mole
total charge = +1
HOMO-LUMO gap = 8.927 eV
E_tot = -13529.4601 eV
HOMO energy = -11.93 eV



Entry 2:
The following is a quantum chemistry calculation of a molecular structure, C27H52As3N4OPt, from OMol25.

Each line ends with the Mulliken spin population.
Positions of all 88 atoms, in Å:
Pt (-0.989126, 0.217285, 0.153368)  1.157
C (-3.292944, -0.929774, -2.596679)  0.010
As (-1.699291, -1.342859, -1.572866)  0.015
C (-2.230944, -3.033285, -0.773864)  0.015
C (-0.494839, -1.869166, -3.015660)  0.002
C (1.012376, -1.936720, -2.726751)  -0.018
C (1.706106, -2.463188, -3.988172)  0.000
C (1.574987, -0.517792, -2.504492)  0.039
As (1.281837, 0.393896, -0.802431)  0.194
C (2.783085, -0.162029, 0.292957)  0.016
C (1.824406, 2.172303, -1.354564)  0.015
C (1.336344, -2.804606, -1.500886)  0.014
As (1.128030, -4.783996, -1.359960)  0.000
C (-0.141247, -5.332174, -2.757852)  -0.001
C (2.758594, -5.333563, -2.299512)  0.000
H (-3.562245, -1.788478, -3.211423)  0.002
H (-3.095605, -0.069997, -3.232336)  0.003
H (-4.111649, -0.705561, -1.914437)  -0.002
H (-2.660357, -3.690712, -1.528973)  0.005
H (-2.979177, -2.832282, -0.007600)  -0.002
H (-1.377162, -3.518511, -0.302223)  0.003
H (-0.675230, -1.142553, -3.811939)  -0.001
H (-0.859049, -2.836158, -3.367995)  0.000
H (1.550137, -1.775410, -4.821988)  0.001
H (1.322726, -3.437659, -4.283705)  0.000
H (2.781502, -2.556128, -3.824285)  -0.001
H (1.176921, 0.160786, -3.263560)  0.006
H (2.662376, -0.541086, -2.623867)  0.005
H (3.667061, -0.273144, -0.335608)  0.004
H (2.554612, -1.106698, 0.781807)  0.001
H (2.964305, 0.596019, 1.053755)  0.005
H (2.839865, 2.134493, -1.749873)  0.005
H (1.791826, 2.846701, -0.501951)  -0.004
H (1.147065, 2.516710, -2.133955)  0.003
H (0.794637, -2.409960, -0.632952)  -0.011
H (2.398290, -2.678454, -1.260467)  0.001
H (-1.155954, -5.041297, -2.496120)  0.000
H (-0.104996, -6.421908, -2.772745)  0.000
H (0.102031, -4.969027, -3.753642)  0.000
H (3.626409, -4.944061, -1.768025)  0.000
H (2.783565, -4.994913, -3.333196)  0.000
H (2.810986, -6.421459, -2.280195)  0.000
C (-3.336726, 5.336456, -0.872333)  0.001
N (-2.660479, 4.100763, -1.209418)  0.003
C (-2.336597, 3.669865, -2.557570)  0.002
C (-1.711460, 2.300561, -2.299018)  -0.009
O (-1.212290, 1.579293, -3.134236)  -0.001
N (-1.806977, 2.035119, -0.956257)  0.080
C (-2.350387, 3.108095, -0.367601)  -0.023
N (-2.549052, 3.156232, 0.946693)  0.000
H (-3.161319, 6.057395, -1.667007)  0.000
H (-2.926307, 5.759897, 0.044854)  0.000
H (-4.413081, 5.194763, -0.758708)  0.000
H (-1.626713, 4.338930, -3.045184)  0.000
H (-3.223565, 3.570766, -3.186936)  0.000
H (-2.160596, 2.402311, 1.502376)  0.003
H (-2.908828, 3.975474, 1.401865)  -0.001
C (2.372978, 4.299556, 1.831479)  0.002
C (2.040123, 2.954553, 2.419416)  -0.033
C (2.911474, 2.344405, 3.319059)  0.052
C (2.621471, 1.098445, 3.860725)  -0.018
C (3.560895, 0.439371, 4.834292)  0.000
C (1.444539, 0.453362, 3.493868)  0.070
C (0.551286, 1.033139, 2.592544)  -0.009
C (0.874084, 2.292513, 2.067465)  -0.004
N (-0.627538, 0.414480, 2.138530)  0.339
C (-1.489989, -0.335037, 3.093037)  -0.040
C (-1.497395, 0.301686, 4.485804)  0.015
C (-2.924878, -0.280455, 2.558607)  0.122
C (-1.080191, -1.811825, 3.158689)  0.019
H (2.792251, 4.963687, 2.586914)  -0.001
H (1.489066, 4.779313, 1.409904)  0.000
H (3.117318, 4.210068, 1.036148)  -0.001
H (3.825989, 2.851618, 3.605676)  0.001
H (4.476885, 1.015406, 4.953553)  -0.001
H (3.831234, -0.563253, 4.499555)  -0.001
H (3.095127, 0.340767, 5.816263)  -0.001
H (1.248923, -0.527312, 3.902688)  0.003
H (0.183682, 2.755513, 1.369955)  0.016
H (-1.712201, 1.370683, 4.415792)  -0.004
H (-0.557007, 0.184296, 5.018079)  -0.001
H (-2.280448, -0.161085, 5.087518)  0.003
H (-3.311556, 0.740806, 2.554045)  -0.012
H (-3.582257, -0.883008, 3.186559)  0.004
H (-2.979052, -0.677696, 1.538612)  -0.054
H (-0.076367, -1.956493, 3.552533)  0.005
H (-1.113678, -2.243886, 2.156303)  -0.007
H (-1.770645, -2.363135, 3.799705)  0.001

Cartesian forces (eV/Å) of the 6 atoms listed first:
Pt 0.06 0.05 -0.03
C 0.00 -0.01 0.02
As 0.00 -0.02 0.01
C -0.01 0.02 0.00
C -0.03 0.01 -0.03
C 0.02 0.00 0.04

Results
ΔE to the lowest compared entry with this formula, charge and spin = 2.20 kcal per mole
total charge = +1
HOMO-LUMO gap (spin up / spin down) = 7.506 / 6.870 eV
spin multiplicity = 3
E_tot = -222608.8752 eV
⟨S²⟩ = 2.01
HOMO energy (spin up / spin down) = -9.55 / -10.06 eV



Entry 3:
The following is a quantum chemistry calculation of 2 unconnected molecules or ions with the total composition C22H20BrF5N2O3, from OMol25.

Each line ends with the natural charge from an NBO analysis.
Positions of all 53 atoms, in Å:
C (1.384023, -1.068566, 6.100390)  -0.643
C (1.452860, -0.844415, 4.504703)  -0.202
Br (-0.343665, -0.152828, 3.900990)  -0.044
C (1.888138, -2.196315, 3.693218)  -0.472
C (2.012903, -1.722633, 2.144662)  0.162
N (0.861387, -1.926337, 1.327566)  -0.348
C (1.153944, -1.401755, 0.017554)  0.125
C (-0.021335, -1.484114, -1.052155)  -0.203
C (0.110514, -0.921666, -2.503767)  -0.199
C (1.439069, -0.229593, -2.958611)  -0.084
C (1.726345, 0.435556, -4.378904)  -0.111
O (1.351494, -0.383572, -5.523420)  -0.531
C (1.932324, 0.319889, -6.655341)  0.278
C (3.341271, -0.130934, -7.167182)  -0.263
C (4.082428, 0.578261, -8.342766)  -0.213
C (3.425134, 1.815598, -9.053222)  -0.235
C (1.993744, 2.249362, -8.550525)  -0.213
C (1.255679, 1.527258, -7.364342)  -0.273
C (2.620498, -0.163192, -1.922509)  0.413
F (3.860265, 0.435953, -2.273725)  -0.327
C (2.469547, -0.734939, -0.453431)  0.067
N (3.612890, -0.601564, 0.412686)  -0.374
C (3.373296, -1.097758, 1.718485)  0.531
F (4.457859, -0.995753, 2.654165)  -0.327
H (0.517801, -1.814696, 6.282625)  0.226
H (2.402928, -1.487925, 6.423965)  0.222
H (1.180968, -0.058293, 6.617062)  0.237
H (2.214261, -0.016037, 4.225060)  0.225
H (2.908014, -2.491091, 4.130024)  0.246
H (1.095033, -3.010166, 3.828756)  0.249
H (-1.014995, -1.975706, -0.726107)  0.244
H (-0.757063, -1.000272, -3.236930)  0.248
H (1.073917, 1.393048, -4.431387)  0.193
H (2.816905, 0.810944, -4.494335)  0.229
H (3.871204, -1.002649, -6.660238)  0.236
H (5.110841, 0.237976, -8.706430)  0.231
H (3.987628, 2.354897, -9.892774)  0.235
H (1.502954, 3.154841, -9.074082)  0.230
H (0.236434, 1.902861, -7.018809)  0.236
C (-4.197162, -0.720938, 4.054804)  -0.641
C (-4.253469, 0.780970, 3.856825)  -0.081
O (-5.595909, 1.265440, 4.020727)  -0.480
C (-6.004114, 1.459144, 5.292917)  0.687
O (-5.321647, 1.249166, 6.263669)  -0.530
C (-7.424228, 2.018467, 5.318126)  0.899
F (-8.251190, 1.368793, 4.469983)  -0.309
F (-7.457717, 3.321157, 4.960549)  -0.309
F (-7.993278, 1.941448, 6.536056)  -0.303
H (-4.905466, -1.222994, 3.390400)  0.214
H (-3.192686, -1.099741, 3.853259)  0.230
H (-4.471002, -0.994833, 5.076760)  0.222
H (-3.952773, 1.027173, 2.835725)  0.198
H (-3.566802, 1.303076, 4.529282)  0.203

Cartesian forces (eV/Å) of the 6 atoms listed first:
C -0.18 0.10 -1.15
C 1.10 -0.31 0.53
Br 1.01 -0.38 0.30
C -0.39 1.82 -0.58
C -0.29 -0.96 0.37
N 6.23 2.63 -0.91

Results
total charge = 0
HOMO-LUMO gap = 7.493 eV
SMILES = C[C@H](Br)Cc1nc2ccc(COc3ccccc3)c(F)c2nc1F.CCOC(=O)C(F)(F)F
E_tot = -115880.4041 eV
HOMO energy = -8.85 eV